# 1
Computed, not measured: a single C10H26O2Si2 molecule at a distorted geometry, with ωB97M-V/def2-TZVPD.

Structure (SMILES)   C[Si](C)(C)OCCCCO[Si](C)(C)C
Maximum force   3.51 eV Å⁻¹
HOMO-LUMO gap   10.351 eV
LUMO   0.0312 Eh
Energy relative to the best compared isomer or geometry (same formula, charge and spin)   1.7154 eV
Total charge   0
M   234.5 g/mol

Geometry as XYZ:
```
40
Properties=species:S:1:pos:R:3:forces:R:3
O -0.137 -2.077 0.910 1.724 -2.205 -0.390
O 0.644 1.881 -1.778 -1.037 -0.223 -1.162
C -0.887 -1.013 1.347 -2.237 0.067 -2.708
C 1.174 1.786 -0.486 2.787 -1.507 -0.245
C -0.603 0.241 0.484 0.268 -0.468 0.904
C 0.890 0.475 0.370 1.299 -0.061 -1.577
C -1.050 -4.024 2.891 1.738 2.168 0.988
C 1.893 -3.073 2.793 1.235 0.222 -1.168
C 0.895 -4.708 0.500 -1.462 -0.495 0.207
C -2.152 2.611 -1.786 1.148 -0.520 -0.271
C 0.054 4.758 -1.421 -1.494 1.731 -0.333
C -0.159 3.279 -4.120 0.984 -0.088 1.395
Si 0.329 -3.440 1.774 1.374 0.347 -0.212
Si -0.377 3.135 -2.243 -0.534 -0.167 -0.634
H -1.926 -1.324 1.102 0.005 0.562 0.631
H -0.800 -0.900 2.385 0.247 0.792 1.638
H 0.798 2.645 -0.019 -0.166 1.116 1.790
H 2.313 1.906 -0.661 -1.550 -0.195 0.834
H -1.175 1.075 0.923 0.462 -0.022 -0.005
H -0.964 0.159 -0.546 -0.167 -0.542 0.261
H 1.433 0.549 1.322 -0.430 0.524 0.092
H 1.415 -0.481 -0.049 -1.152 1.806 0.107
H -0.614 -4.831 3.438 -0.152 -0.849 0.488
H -1.333 -3.222 3.611 0.385 -0.440 -0.273
H -1.925 -4.242 2.391 -1.826 -0.988 -1.170
H 2.312 -2.030 2.730 -1.121 -0.604 0.929
H 1.697 -3.537 3.759 0.453 0.692 0.479
H 2.821 -3.568 2.379 -1.221 -0.224 0.180
H 1.356 -5.706 0.565 0.190 0.633 0.906
H -0.047 -4.957 0.035 -0.604 -0.099 -0.652
H 1.415 -4.144 -0.228 0.778 0.617 -0.893
H -2.071 1.678 -1.220 -0.247 0.466 0.388
H -2.492 2.247 -2.737 -0.617 -0.047 -0.708
H -2.882 3.307 -1.392 0.060 0.115 0.217
H -0.833 5.014 -0.811 0.573 -0.527 0.617
H 0.961 4.860 -0.889 0.883 -0.495 1.157
H 0.078 5.753 -1.922 0.007 -0.975 -1.002
H -0.602 2.526 -4.730 -0.396 -0.642 -0.314
H -0.378 4.251 -4.526 -0.197 0.455 -0.029
H 0.930 3.142 -4.146 0.008 0.070 -0.460
```
Forces are in eV/Å.


# 2
Computed, not measured: 2 unconnected molecules or ions with the total composition C2H6Cl2NOP at a distorted geometry, with ωB97M-V/def2-TZVPD.

Maximum force   3.36 eV Å⁻¹
HOMO-LUMO gap (spin up / spin down)   7.313 / 8.502 eV
LUMO (spin up / spin down)   -0.0392 / 0.0185 Eh
Energy relative to the best compared isomer or geometry (same formula, charge and spin)   5.8383 eV
Total charge   0
M   162.0 g/mol

Geometry as XYZ:
```
13
Properties=species:S:1:pos:R:3:forces:R:3
C 1.167 -0.400 1.695 0.164 -0.735 0.927
C 0.458 0.710 -1.534 0.202 0.988 -3.206
N 0.715 -0.402 0.357 -0.675 -1.040 -0.833
O 0.970 0.748 -0.285 1.914 0.632 2.581
P -2.446 -0.441 -1.051 -0.816 0.473 -0.886
Cl -3.622 0.998 -0.185 0.007 0.055 0.009
Cl -2.204 -1.713 0.421 -0.009 -1.041 1.105
H 0.350 -0.629 2.410 0.060 0.800 -0.373
H 1.818 -1.243 1.909 0.189 -0.648 -0.608
H 1.812 0.406 1.954 -0.065 1.296 0.364
H -0.622 0.712 -1.424 -0.129 1.044 -0.619
H 0.628 -0.225 -2.026 0.452 -0.949 -0.155
H 0.975 1.480 -2.242 -1.294 -0.875 1.694
```
Forces are in eV/Å.


# 3
Computed, not measured: a molecular structure, C26H22ClIrO2P at a distorted geometry, with ωB97M-V/def2-TZVPD.

Spin multiplicity   6
⟨S²⟩   8.7875
Maximum force   4.85 eV Å⁻¹
HOMO-LUMO gap (spin up / spin down)   5.280 / 4.438 eV
LUMO (spin up / spin down)   -0.2351 / -0.3900 Eh
Total charge   +2
M   625.1 g/mol

Geometry as XYZ:
```
53
Properties=species:S:1:pos:R:3:forces:R:3
Cl 3.914 -0.910 -1.762 0.125 -0.060 -0.077
C -1.410 -0.106 -1.784 0.667 -1.006 -0.897
C -2.060 -0.750 -0.668 0.469 -1.455 0.705
C -1.264 -1.883 -0.274 -1.345 0.042 -0.638
H -2.997 -0.437 -0.218 0.275 -0.128 -0.198
C -0.125 -1.979 -1.172 -0.734 -0.552 -1.134
C -0.222 -0.867 -2.098 -0.574 -0.384 -0.266
H 0.523 -0.688 -2.880 -0.489 0.110 0.317
H -1.768 0.783 -2.299 0.127 -0.330 0.088
H -1.445 -2.591 0.543 -0.079 0.466 -0.424
C 0.910 -3.066 -1.186 -0.117 0.799 0.258
Ir 0.032 0.067 0.033 2.467 2.094 1.565
C 0.442 -0.326 1.840 -0.840 -2.321 4.095
O 0.664 -0.568 2.954 0.187 1.052 -2.428
C 1.687 0.893 -0.407 3.475 2.204 -2.568
O 2.685 1.424 -0.671 -2.163 -1.271 1.277
H 1.050 -3.478 -0.176 -0.079 0.017 -0.341
H 1.868 -2.657 -1.551 -0.444 -0.362 0.044
H 0.562 -3.867 -1.852 0.154 0.072 0.087
C 0.545 4.343 5.245 0.086 -0.409 0.033
C -0.036 3.062 5.163 -0.487 -1.136 -0.375
C -0.291 2.466 3.930 -0.209 -0.236 1.994
C 0.075 3.092 2.718 -1.141 0.418 -0.256
C 0.543 4.421 2.816 0.580 1.740 0.842
C 0.820 5.024 4.046 0.008 -0.110 -1.685
P -0.467 2.269 1.124 -0.660 1.211 -0.081
C -2.278 2.216 1.438 0.212 0.009 1.000
C -2.855 0.999 1.857 0.098 -0.124 0.012
C -4.196 0.923 2.214 -0.036 0.114 0.173
C -4.978 2.084 2.277 0.638 0.374 -0.371
C -4.379 3.321 1.963 -0.085 -0.354 0.067
C -3.040 3.387 1.559 -0.419 0.162 0.232
C -0.108 3.619 -0.043 0.204 -0.141 -0.504
C -1.038 4.060 -0.998 0.406 0.157 -0.084
C -0.666 5.044 -1.927 0.186 -0.131 0.084
C 0.641 5.549 -1.953 -0.188 -0.361 0.297
C 1.591 5.063 -1.040 -0.339 -0.119 -0.085
C 1.216 4.105 -0.101 -0.099 0.142 -0.072
H 0.754 4.809 6.204 -0.120 -0.091 -0.105
H -0.321 2.550 6.088 0.111 0.145 -0.435
H -0.847 1.530 3.899 0.305 0.091 0.086
H 0.641 5.042 1.929 0.117 -0.273 0.193
H 1.213 6.040 4.078 -0.130 -0.260 -0.073
H -2.246 0.093 1.933 -0.238 0.356 -0.196
H -4.621 -0.045 2.486 0.103 0.318 -0.036
H -6.022 2.027 2.584 0.304 0.083 -0.092
H -4.961 4.238 2.062 0.201 -0.241 -0.076
H -2.574 4.357 1.393 -0.186 -0.164 -0.150
H -2.034 3.623 -1.030 0.080 0.213 0.024
H -1.400 5.400 -2.649 0.198 -0.093 0.190
H 0.928 6.302 -2.688 -0.124 -0.212 0.209
H 2.623 5.417 -1.072 -0.323 -0.069 0.035
H 1.961 3.756 0.618 -0.138 0.006 -0.264
```
Forces are in eV/Å.


# 4
Computed, not measured: a molecular structure, FNO2S2Sc at a distorted geometry, with ωB97M-V/def2-TZVPD.

Maximum force   3.41 eV Å⁻¹
HOMO-LUMO gap (spin up / spin down)   6.806 / 6.722 eV
LUMO (spin up / spin down)   -0.2643 / -0.2649 Eh
Energy relative to the best compared isomer or geometry (same formula, charge and spin)   2.6212 eV
Total charge   +1
M   174.1 g/mol

Geometry as XYZ:
```
7
Properties=species:S:1:pos:R:3:forces:R:3
Sc -1.894 0.919 0.748 2.506 -1.906 -1.306
N 0.018 -1.315 -0.490 -0.722 0.296 -0.183
S -1.736 -1.236 -0.450 1.278 2.022 1.175
S 0.819 -0.130 0.031 1.887 1.334 -1.730
O 2.260 -0.230 0.123 -3.110 0.353 -0.217
O 0.106 0.595 1.156 -1.775 0.318 0.430
F 0.428 1.396 -1.117 -0.064 -2.417 1.830
```
Forces are in eV/Å.